Density functional theory data (ωB97M-V/def2-TZVPD) for C32H25BrErN6O3P as an isolated structure at a distorted geometry.

Positions of all 69 atoms, in Å:
Er -1.053177 -0.232818 0.324836
N 2.136319 -3.138588 1.907159
C 1.834823 -2.263232 0.941354
N 0.774582 -1.558411 1.304199
C 0.460242 -2.064464 2.547976
N 1.283545 -3.021765 2.913648
C -0.650367 -1.563360 3.349259
C -0.885890 -2.034521 4.649183
N -1.931998 -1.639774 5.343176
C -2.743798 -0.757028 4.792018
C -2.480095 -0.211873 3.535991
N -1.439444 -0.613703 2.799426
H 2.881897 -3.823829 1.946166
H 2.373418 -2.151278 0.017080
H -0.214372 -2.739109 5.118924
H -3.609984 -0.468188 5.369827
H -3.118458 0.561297 3.127283
N -1.745788 0.939846 -1.997547
C -0.962706 2.004801 -2.598616
C -1.421608 2.687972 -3.717812
C -0.622752 3.637744 -4.334789
C 0.659351 3.882387 -3.868246
C 1.118572 3.228630 -2.740793
C 0.300563 2.314904 -2.074324
P 0.841225 1.557984 -0.505401
C 1.128404 2.940875 0.659175
C 1.203086 2.566291 2.004918
C 1.444277 3.511806 2.983797
C 1.579309 4.846998 2.627829
C 1.469046 5.226646 1.299973
C 1.245642 4.282213 0.312046
C 2.509631 0.934872 -0.905723
C 2.708285 0.320364 -2.143168
C 3.946659 -0.201783 -2.467582
C 4.981809 -0.161063 -1.542190
C 4.782217 0.442509 -0.309196
C 3.552332 0.994014 0.014289
H -2.734812 1.088909 -2.232660
H -1.483533 0.065948 -2.481246
H -2.405424 2.476293 -4.115714
H -0.994890 4.177075 -5.191973
H 1.287724 4.594541 -4.379066
H 2.119667 3.411336 -2.376948
H 1.062986 1.517805 2.276843
H 1.520554 3.212730 4.019055
H 1.757662 5.591483 3.387274
H 1.544612 6.267673 1.027085
H 1.137936 4.600069 -0.713655
H 1.893304 0.277949 -2.852269
H 4.105465 -0.633202 -3.445082
H 5.942891 -0.586162 -1.789614
H 5.592548 0.492703 0.399870
H 3.412546 1.489687 0.963107
Br -4.158904 -7.876836 -1.614433
C -3.586247 -6.103426 -1.313104
C -2.564593 -5.574074 -2.096224
C -2.117512 -4.294462 -1.855217
C -2.699214 -3.532637 -0.837453
C -3.751547 -4.063335 -0.083788
C -4.188858 -5.350273 -0.309973
C -2.174616 -2.200386 -0.539824
O -1.070496 -1.801240 -1.048837
O -2.773719 -1.405495 0.250357
H -2.129574 -6.178491 -2.875249
H -1.328917 -3.864338 -2.452715
H -4.215275 -3.446871 0.669765
H -4.991245 -5.783296 0.268235
O -2.232164 3.108886 0.110356
C -2.111150 2.084074 0.548949

Atomic forces in eV per Å
Er 1.40 1.42 1.78
N -0.05 0.51 -0.68
C 0.07 -0.01 -0.13
N -0.32 0.03 0.31
C 0.91 -0.30 -0.50
N -0.74 0.04 0.99
C -0.36 0.20 0.51
C 0.28 0.05 -0.64
N -0.12 -0.13 0.35
C 0.05 0.28 -0.32
C -0.08 0.03 0.05
N 0.28 -0.45 0.23
H -0.10 0.13 -0.04
H 0.11 -0.03 -0.09
H 0.08 -0.09 -0.09
H -0.08 0.14 -0.07
H -0.02 -0.06 -0.05
N -0.08 -0.62 -0.15
C 0.53 0.36 0.03
C -0.11 -0.06 0.10
C -0.04 -0.08 0.09
C 0.01 0.08 0.00
C -0.12 -0.15 -0.08
C -0.27 -0.27 0.19
P 1.14 1.34 -0.69
C -0.25 -0.42 0.03
C -0.13 -0.17 -0.20
C 0.02 0.07 0.12
C 0.01 -0.10 0.02
C -0.03 0.06 0.00
C -0.05 -0.15 -0.03
C -0.15 -0.16 0.03
C -0.12 0.08 0.19
C 0.08 -0.14 -0.02
C -0.09 0.07 -0.03
C 0.05 -0.09 0.00
C -0.12 0.02 -0.12
H 0.36 -0.13 0.19
H -0.27 0.38 0.16
H -0.05 -0.05 -0.03
H -0.04 -0.01 -0.09
H 0.09 0.07 -0.03
H 0.07 0.04 0.02
H 0.12 0.12 0.05
H -0.01 0.01 0.06
H 0.02 0.07 0.08
H 0.04 0.10 -0.01
H 0.03 0.03 -0.02
H 0.01 0.00 -0.16
H 0.01 -0.08 -0.03
H 0.08 0.02 -0.02
H 0.11 0.03 0.10
H 0.04 0.03 0.11
Br 0.08 0.30 0.04
C -0.02 -0.14 0.00
C -0.08 -0.20 -0.01
C -0.02 0.19 0.18
C 0.02 -0.10 0.01
C 0.13 0.28 -0.08
C -0.04 -0.17 -0.12
C -0.84 -1.54 -0.81
O 0.46 -0.88 -1.16
O -1.70 -0.51 0.31
H 0.06 -0.02 -0.10
H 0.12 -0.03 -0.05
H -0.06 0.00 0.15
H -0.03 0.05 0.06
O -0.20 -0.35 0.51
C -0.09 1.10 -0.40

Summary:
**Orbital gap (alpha / beta)**: 7.5 / 7.6 eV
**Multiplicity**: 4
**Charge**: +2